1.
17
Properties=species:S:1:pos:R:3:mulliken_charge:R:1 method="wB97M-V/def2-TZVPD" smiles="[H]/P=C/CCNC=[NH2+]" charge=+1
H 2.83 -1.90 0.52 0.068
P 1.59 -1.36 0.09 -0.065
C 2.00 0.37 0.11 -0.332
C 0.97 1.46 -0.11 -0.368
C -0.37 0.97 -0.61 -0.829
N -1.18 0.26 0.42 -0.076
C -1.77 -0.92 0.33 0.138
N -1.36 -2.01 -0.33 -0.229
H 3.03 0.69 0.27 0.351
H 1.28 2.24 -0.86 0.317
H 0.88 1.90 0.97 0.257
H -1.17 1.90 -0.86 0.352
H -0.44 0.33 -1.54 0.458
H -1.63 0.91 1.02 0.287
H -2.71 -0.95 0.91 0.340
H -2.03 -2.74 -0.39 0.268
H -0.41 -2.18 -0.68 0.063

---

2.
17
Properties=species:S:1:pos:R:3:mulliken_charge:R:1 method="wB97M-V/def2-TZVPD" smiles=N[C@H]1CN[C@H]1CS charge=0
N 0.67 -0.08 -1.89 -0.697
C 1.04 -0.18 -0.53 -0.221
C 1.25 0.93 0.51 -0.493
N -0.07 0.48 1.37 -0.536
C -0.12 -0.67 0.46 0.229
C -1.64 -0.83 0.00 -0.716
S -2.64 0.71 -0.30 -0.280
H 0.36 1.06 -2.17 0.290
H 1.53 0.11 -2.60 0.290
H 1.72 -1.02 -0.62 0.369
H 2.24 0.64 1.25 0.209
H 1.29 1.99 0.23 0.305
H 0.06 0.25 2.33 0.199
H 0.22 -1.63 0.96 0.267
H -1.69 -1.72 -0.79 0.333
H -2.27 -1.28 1.01 0.277
H -1.96 1.24 0.79 0.176

---

3.
17
Properties=species:S:1:pos:R:3:mulliken_charge:R:1 method="wB97M-V/def2-TZVPD" charge=0
H -2.58 -0.62 -2.29 0.238
N -1.81 0.01 -2.33 -0.806
C -1.25 0.09 -1.18 0.733
C -1.65 -0.59 0.07 -0.991
N -0.12 0.88 -1.08 -0.277
S 0.24 1.67 0.37 -0.064
C 1.77 0.79 0.82 -0.286
C 1.57 -0.64 1.11 -1.212
H -0.80 -1.06 0.59 0.106
H -2.47 -1.31 -0.18 0.344
H -2.13 0.18 0.75 0.308
H 0.15 1.35 -1.91 0.274
H 2.59 0.99 0.16 0.351
H 2.04 1.33 1.80 0.275
H 1.20 -1.09 0.16 0.306
H 2.49 -1.09 1.33 0.412
H 0.75 -0.90 1.82 0.289

---

4.
17
Properties=species:S:1:pos:R:3:mulliken_charge:R:1 method="wB97M-V/def2-TZVPD" charge=0
C 2.03 1.70 0.36 -0.881
C 0.34 -0.08 0.70 0.275
C -1.40 -1.79 0.54 -0.973
C -0.94 -0.21 -1.38 -1.003
H 2.96 1.09 0.29 0.316
H 2.04 1.94 1.57 0.256
H 2.11 2.75 -0.07 0.329
H 0.50 0.97 -1.08 0.193
H -0.76 -2.50 1.00 0.380
H -2.18 -1.28 1.21 0.320
H -1.93 -2.14 -0.28 0.315
H -0.01 -0.19 -2.08 0.369
H -1.87 0.81 -1.27 0.274
H -1.59 -1.00 -1.76 0.359
N 0.77 1.12 0.02 -0.150
N -0.68 -0.62 0.01 0.041
S 0.61 -0.57 2.20 -0.420

---

HOMO level for the records above, in order: -12.9; -8.4; -9.0; -8.2 eV
Total energy for the records above, in order: -16570.761; -18121.525; -18125.070; -18122.825 eV
ΔE to the lowest compared entry with this formula, charge and spin for the records above, in order: 106.1; 391.7; 49.7; 266.3 kJ/mol